130
Properties=species:S:1:pos:R:3:forces:R:3 method="wB97M-V/def2-TZVPD" energy_ev=-140066.0963 gap_ha=0.172 total_charge=+1 homo_energy_ev=-9.57
C -8.227016 -0.652291 6.018607 -0.77 0.14 -0.66
C -7.367396 0.327202 5.057691 -0.36 0.68 0.21
C -6.015379 0.904808 5.732460 0.67 -0.98 -0.03
C -4.683086 0.677885 4.812571 -0.23 0.49 0.57
C -4.649945 1.693614 3.531460 -1.27 -0.29 0.50
C -4.600046 0.840076 2.157232 -0.35 -0.82 0.43
C -3.776978 1.566484 0.951376 -1.10 -0.96 1.03
I -5.045712 3.429095 0.776939 0.47 0.60 -0.11
O -2.541272 2.026943 1.491661 0.63 -2.86 -1.57
C -1.521445 1.080069 1.194481 1.47 1.01 2.09
F -1.764719 -0.271932 1.742406 -0.73 2.22 -1.46
O -0.348727 1.482282 1.967782 -2.67 -0.78 -1.95
C -0.644784 1.624079 3.373715 1.06 0.67 3.02
C 0.534217 0.926423 4.277388 -0.08 0.90 0.28
C -1.181595 1.037682 -0.421205 4.26 -1.96 3.73
C -0.287098 -0.331338 -0.426725 0.59 -1.84 0.01
C 0.779679 -0.573924 -1.586727 1.27 -1.43 -1.00
C 2.242509 -1.013726 -0.989009 1.48 -2.56 2.59
O 2.426294 -2.007375 -0.201797 -1.24 5.16 -3.87
O 3.396879 -0.198731 -1.331321 -3.23 -1.47 -0.51
C -0.096049 2.164015 -0.689503 1.28 0.73 -1.58
C -0.225852 3.692549 -0.372411 -0.32 5.95 -0.24
C 0.162015 4.697946 -1.571884 -0.96 1.11 2.06
C 0.116095 6.251878 -1.473656 -0.75 -1.84 2.81
C -0.283245 6.976745 -0.139911 -0.03 -4.64 0.01
C -0.659888 6.055041 1.073968 0.75 -0.79 -2.74
C -1.050384 6.724952 2.504590 1.30 -0.26 -0.35
C -0.625441 4.465288 0.918159 0.81 1.40 -2.02
N -2.456515 1.027131 -1.295801 -0.51 -0.15 1.64
N -2.745167 2.389896 -1.450775 -0.31 4.21 -2.83
C -2.634160 3.069833 -2.508632 1.98 -0.23 -6.85
O -2.436848 3.492635 -3.684908 -1.70 -2.12 8.46
C -2.340485 0.275575 -2.562663 0.42 -4.11 -7.98
F -2.138663 -1.136631 -2.563448 -0.33 3.71 1.70
F -3.484015 0.350086 -3.454034 2.79 1.00 3.48
F -1.255645 0.694303 -3.438123 -2.76 -0.06 3.39
C -3.728472 0.711447 -0.459543 2.36 -4.05 3.55
P -4.106513 -1.148081 -0.243937 -0.21 -1.54 -1.46
S -5.178274 -1.836567 -1.771660 0.22 1.01 0.25
P -5.400299 1.331722 -1.145659 -3.74 5.16 0.85
O -5.613208 2.155604 -2.550682 -1.56 -2.36 -0.92
O -6.810522 0.704449 -0.499563 0.98 -0.97 -0.93
H -9.344141 -0.401168 5.823077 1.84 -0.60 0.44
H -8.041659 -0.502329 7.140549 -0.08 -0.17 -1.74
H -8.084713 -1.760019 5.730458 -0.07 1.76 0.63
H -7.161949 -0.221738 4.056177 -0.22 0.96 1.62
H -8.038592 1.248344 4.830722 1.11 -1.65 0.15
H -5.838301 0.295485 6.698032 -0.25 1.13 -1.40
H -6.135319 2.011588 6.009385 0.22 -1.65 -0.40
H -4.694868 -0.432243 4.517629 0.09 1.63 0.18
H -3.728412 0.838786 5.455996 -1.64 -0.25 -1.04
H -3.847707 2.500714 3.641364 -0.98 -1.38 -0.33
H -5.673092 2.251645 3.553858 1.91 -0.88 -0.14
H -5.719096 0.648014 1.886847 2.00 0.44 0.14
H -4.187507 -0.202114 2.440473 -0.23 1.76 -0.63
H -0.610398 2.750491 3.675829 -0.20 -1.85 -0.95
H -1.648025 1.224740 3.743622 1.29 0.39 -1.09
H 0.808305 1.677409 5.125478 -0.53 -1.32 -1.49
H 0.173718 -0.028154 4.807609 0.68 1.32 -1.17
H 1.506025 0.781770 3.670367 -1.74 0.00 0.89
H 0.380550 -0.418961 0.528623 -1.76 0.80 -1.42
H -0.927643 -1.301507 -0.365850 0.91 1.97 -0.13
H 0.992547 0.243360 -2.342793 -0.62 -0.79 1.11
H 0.442049 -1.506006 -2.202293 0.69 1.67 1.04
H 3.209133 0.266824 -2.182482 0.12 -0.32 0.93
H 0.916497 1.810971 -0.225460 -2.10 0.32 -0.57
H 0.113713 2.095068 -1.840072 -0.39 0.30 2.00
H 0.481245 4.252952 -2.598950 -0.62 0.81 2.01
H 0.382190 6.886470 -2.398731 -0.44 -1.28 1.69
H -0.290567 8.120004 -0.036010 -0.02 -2.06 -0.25
H -1.774041 6.072948 3.114364 0.90 1.10 -1.17
H -0.073775 6.796409 3.139725 -1.64 -0.19 -1.14
H -1.406522 7.822504 2.387871 0.33 -2.09 0.04
H -0.887849 3.882238 1.853695 0.31 0.89 -1.43
H -4.917674 -1.488061 0.879050 0.96 0.80 0.09
H -2.963951 -2.002842 -0.197283 -0.14 0.75 0.63
H -6.448315 1.916339 -3.032048 0.74 0.26 -0.12
H -6.753399 -0.091467 0.074627 -0.21 0.29 -0.80
O 9.577953 0.876342 -0.186481 -0.33 -2.41 3.73
P 8.472270 1.403476 0.737642 -1.80 6.71 -6.57
O 7.270849 1.401522 -0.401108 0.07 -0.52 0.56
C 6.657976 0.164107 -0.724844 -0.30 -0.19 -0.01
C 5.713705 -0.291955 0.370825 0.06 -0.20 0.28
O 8.889145 3.006699 0.607176 0.26 -0.64 1.22
C 10.239751 3.383193 0.366331 0.33 0.16 -0.39
C 10.453323 3.667083 -1.109464 -0.06 0.12 -0.18
O 7.277322 1.945884 1.848792 1.82 -3.14 0.82
C 7.601971 1.764310 3.228004 0.00 0.31 0.69
C 8.750260 2.653497 3.669148 0.18 0.05 -0.02
H 7.423120 -0.593828 -0.920135 -0.01 0.00 -0.08
H 6.095140 0.315737 -1.650014 0.15 0.10 0.04
H 6.269199 -0.548866 1.278681 -0.02 -0.04 -0.03
H 5.148246 -1.171227 0.056509 0.12 0.06 0.08
H 5.013030 0.503480 0.636331 0.08 -0.08 -0.09
H 10.933307 2.621735 0.733970 -0.10 0.01 -0.17
H 10.436066 4.292641 0.942112 -0.18 -0.05 0.04
H 10.127412 2.835211 -1.735631 0.11 -0.10 0.17
H 11.507274 3.868513 -1.317490 -0.07 0.01 0.02
H 9.864494 4.537661 -1.416544 0.11 -0.05 0.10
H 7.835258 0.710572 3.408391 -0.10 0.04 0.18
H 6.707141 2.011523 3.805240 -0.03 -0.06 -0.20
H 9.687428 2.345150 3.195578 0.01 0.03 0.07
H 8.888017 2.598935 4.751741 -0.03 -0.05 -0.08
H 8.570665 3.693424 3.385558 -0.05 -0.14 0.03
O 0.549064 -6.762414 -5.744175 -1.56 4.16 -0.58
P -0.372170 -6.340847 -4.591606 1.67 -8.73 3.90
O 0.687742 -6.696588 -3.373216 -0.12 0.80 -0.27
C 1.733417 -5.775385 -3.113548 0.23 0.12 0.22
C 1.218329 -4.534085 -2.405994 -0.06 0.21 0.06
O -1.244058 -7.753753 -4.542256 -0.64 1.26 -0.49
C -1.427943 -8.529592 -5.720924 0.18 -0.48 -0.29
C -0.427060 -9.669965 -5.763498 0.08 -0.18 0.12
O -1.436310 -5.801332 -3.353934 0.83 2.51 -2.57
C -2.482503 -4.931323 -3.779134 -0.71 0.11 0.08
C -3.497381 -5.637184 -4.659664 -0.05 -0.08 -0.16
H 2.239019 -5.508267 -4.046886 0.06 -0.04 0.02
H 2.459780 -6.284626 -2.474883 -0.13 -0.06 -0.11
H 0.567635 -3.955677 -3.071278 0.00 0.06 -0.02
H 2.040895 -3.889211 -2.087541 0.00 -0.09 -0.03
H 0.624290 -4.804079 -1.529039 0.11 -0.02 -0.07
H -1.365989 -7.906246 -6.617424 0.14 -0.07 0.11
H -2.442176 -8.938908 -5.691152 0.02 0.11 0.17
H 0.598331 -9.316743 -5.644638 -0.09 0.14 -0.14
H -0.500850 -10.216141 -6.707322 -0.02 0.03 0.07
H -0.613452 -10.368059 -4.940932 -0.06 0.07 -0.13
H -2.047766 -4.071884 -4.299605 -0.15 0.14 0.06
H -2.977929 -4.560149 -2.877578 0.15 -0.05 0.03
H -3.055847 -5.910369 -5.622918 -0.07 0.01 0.00
H -4.355918 -4.990139 -4.855910 0.08 0.00 0.02
H -3.847385 -6.559759 -4.190297 0.07 0.14 0.01